Record 1
Computed, not measured: a 12-piece molecular cluster, C39H79Cl22N6OP2 overall in a non-equilibrium geometry, with the ωB97M-V functional and the def2-TZVPD basis.

Its max |F| is 0.1119 Eh/bohr. Its LUMO energy is -4.254 eV. As for the orbital gap: 6.8 eV. Its charge is +1. Its HOMO energy is -11.10 eV.

Each line ends with the Löwdin charge.
Element x y z (Å)
C -0.69 -2.12 3.18  -0.137
C 0.68 -1.32 2.90  -0.245
C 1.82 -2.26 2.21  -0.161
C 2.34 -1.46 0.92  -0.224
N 3.72 -1.84 0.47  -0.015
C 4.00 -1.39 -0.90  -0.164
C 4.69 0.01 -1.08  -0.113
P 5.20 1.08 0.38  0.736
N 5.68 0.20 1.66  -0.325
C 4.87 0.38 -2.58  -0.034
C 5.52 1.80 -2.95  -0.131
C 4.31 2.87 -2.91  -0.171
C 4.71 4.33 -2.38  -0.373
C 5.58 4.36 -1.04  -0.117
C 3.30 5.07 -2.01  -0.094
C 4.46 -0.59 -3.71  -0.106
C 4.64 -0.25 -5.27  0.001
C 3.33 0.63 -5.67  -0.366
O 3.32 1.47 -6.59  0.082
N 2.14 0.39 -4.85  -0.211
C 1.26 1.59 -4.73  -0.093
C 1.29 -0.70 -5.42  -0.092
N 3.86 -1.81 -3.38  0.092
N 3.67 -2.08 -2.10  -0.188
P 2.83 -3.67 -1.82  0.808
N 3.93 -4.70 -1.32  -0.272
H -0.43 -3.20 3.42  -0.022
H -1.33 -2.03 2.22  0.093
H -1.24 -1.57 4.02  0.047
H 0.41 -0.50 2.12  0.098
H 1.07 -0.75 3.81  0.087
H 2.68 -2.46 2.94  0.119
H 1.29 -3.20 1.85  0.095
H 1.62 -1.48 0.04  0.108
H 2.41 -0.35 1.25  0.113
H 3.94 -2.84 0.60  0.013
H 4.01 1.78 0.82  -0.011
H 6.28 1.96 0.05  0.023
H 6.64 0.46 1.92  -0.022
H 5.93 1.82 -4.02  0.120
H 6.36 2.01 -2.21  0.091
H 3.82 2.90 -3.95  0.108
H 3.52 2.43 -2.19  0.115
H 5.18 4.92 -3.25  0.147
H 5.78 5.47 -0.81  0.098
H 5.04 3.89 -0.15  0.038
H 6.62 3.89 -1.17  0.074
H 3.59 6.06 -1.52  0.083
H 2.75 4.42 -1.23  0.085
H 2.66 5.26 -2.94  0.086
H 5.54 0.42 -5.48  0.119
H 4.74 -1.17 -5.92  0.137
H 0.73 1.85 -5.71  0.104
H 0.43 1.32 -3.98  0.107
H 1.78 2.50 -4.30  0.078
H 0.46 -0.93 -4.66  0.100
H 1.87 -1.68 -5.60  0.096
H 0.76 -0.34 -6.37  0.110
H 1.74 -3.47 -0.90  0.028
H 2.31 -4.15 -3.08  0.035
H 3.64 -5.07 -0.40  -0.076
Cl 4.88 2.96 2.96  0.568
C 3.54 4.10 3.25  -0.639
C 2.62 3.61 4.35  -0.650
Cl 1.70 2.16 3.88  0.553
H 3.00 4.23 2.31  0.066
H 3.98 5.05 3.53  0.077
H 1.89 4.39 4.59  0.078
H 3.17 3.38 5.26  0.074
Cl -3.70 -1.66 5.63  0.551
C -4.25 -3.33 5.90  -0.651
C -3.83 -4.27 4.78  -0.668
Cl -4.66 -3.91 3.25  0.568
H -5.34 -3.32 6.01  0.070
H -3.82 -3.66 6.84  0.074
H -4.07 -5.30 5.05  0.077
H -2.75 -4.21 4.60  0.011
Cl -4.80 -1.12 -0.45  0.514
C -5.93 -1.23 0.92  -0.641
C -7.36 -1.49 0.48  -0.670
Cl -8.05 -0.10 -0.39  0.598
H -5.86 -0.30 1.49  0.074
H -5.58 -2.04 1.56  0.008
H -7.99 -1.67 1.35  0.062
H -7.42 -2.36 -0.18  -0.005
Cl 5.28 -7.61 3.61  0.561
C 5.36 -7.41 1.84  -0.672
C 5.97 -6.08 1.45  -0.613
Cl 4.92 -4.69 1.87  0.582
H 4.35 -7.52 1.45  -0.013
H 5.96 -8.22 1.45  0.081
H 6.11 -6.05 0.36  0.077
H 6.94 -5.93 1.92  0.046
Cl -0.85 -5.45 3.09  0.619
C 0.34 -6.28 4.12  -0.610
C 1.75 -6.05 3.65  -0.641
Cl 2.11 -6.82 2.09  0.586
H 0.09 -7.35 4.14  0.075
H 0.22 -5.89 5.13  0.082
H 2.46 -6.46 4.37  0.066
H 1.96 -4.98 3.54  0.047
Cl -5.60 3.66 0.77  0.532
C -5.86 2.63 -0.66  -0.691
C -5.54 3.36 -1.95  -0.652
Cl -6.72 4.65 -2.30  0.551
H -6.89 2.27 -0.64  0.008
H -5.20 1.77 -0.55  0.033
H -5.59 2.66 -2.79  0.074
H -4.55 3.81 -1.93  0.041
Cl 8.50 -2.11 -0.95  0.528
C 7.63 -2.12 0.61  -0.691
C 8.57 -2.32 1.78  -0.653
Cl 9.27 -3.96 1.81  0.558
H 6.87 -2.90 0.56  0.033
H 7.13 -1.15 0.70  0.001
H 8.02 -2.19 2.72  0.075
H 9.39 -1.60 1.77  0.071
Cl -11.97 -2.93 -2.22  0.537
C -12.44 -2.39 -0.58  -0.663
C -11.23 -2.08 0.28  -0.661
Cl -10.31 -3.54 0.70  0.550
H -13.06 -3.17 -0.14  0.069
H -13.05 -1.50 -0.71  0.074
H -11.56 -1.64 1.23  0.076
H -10.56 -1.38 -0.21  0.023
Cl -3.16 7.55 -3.62  0.533
C -3.99 7.62 -2.04  -0.693
C -3.04 7.42 -0.88  -0.662
Cl -2.41 5.75 -0.82  0.526
H -4.79 6.88 -2.05  0.035
H -4.45 8.61 -1.97  -0.031
H -3.56 7.60 0.06  0.026
H -2.19 8.10 -0.93  0.072
Cl -2.73 -4.31 -2.68  0.513
C -4.24 -5.13 -3.14  -0.658
C -5.46 -4.27 -2.89  -0.630
Cl -5.77 -4.02 -1.16  0.580
H -4.30 -6.07 -2.59  0.071
H -4.17 -5.37 -4.20  0.074
H -6.35 -4.75 -3.30  0.078
H -5.36 -3.29 -3.37  0.073
Cl -5.79 9.96 -0.63  0.621
C -6.26 10.50 1.00  -0.637
C -5.06 10.81 1.87  -0.652
Cl -4.13 9.35 2.29  0.558
H -6.89 9.73 1.45  0.073
H -6.87 11.40 0.87  0.075
H -5.38 11.26 2.81  0.074
H -4.38 11.51 1.37  0.071

Record 2
Computed, not measured: a 9-piece molecular cluster, C39H79F4N10O11S4 overall in a non-equilibrium geometry, with the ωB97M-V functional and the def2-TZVPD basis.

Its max |F| is 0.1450 Eh/bohr. Its LUMO energy is -2.587 eV. As for the orbital gap: 5.9 eV. Its charge is +1. Its HOMO energy is -8.53 eV.

Each line ends with the Löwdin charge.
Element x y z (Å)
C 0.29 2.45 -0.39  -0.058
C 0.86 1.04 -0.38  -0.670
C -0.10 0.07 -1.02  -0.095
O 2.16 0.91 -0.82  -0.323
H 0.21 2.85 -1.40  0.077
H 0.94 3.09 0.21  0.027
H -0.64 2.54 0.17  0.062
H 0.78 0.68 0.67  0.102
H -0.17 0.13 -2.12  0.049
H -1.11 0.27 -0.65  0.048
H 0.22 -0.96 -0.82  0.057
C 3.18 -2.59 -2.09  -0.085
C 2.73 -3.03 -3.45  -0.155
N 2.45 -1.85 -4.29  -0.036
C 2.39 -1.78 -5.67  0.011
C 1.94 -0.54 -5.93  -0.020
N 1.71 0.16 -4.74  -0.061
C 2.09 -0.68 -3.76  -0.020
C 1.12 1.47 -4.62  0.021
H 2.36 -2.11 -1.53  0.061
H 4.04 -1.92 -2.08  0.095
H 3.32 -3.42 -1.39  0.073
H 1.89 -3.71 -3.44  0.106
H 3.57 -3.57 -3.90  0.130
H 2.61 -2.68 -6.22  0.138
H 1.51 -0.15 -6.84  0.132
H 1.98 -0.49 -2.69  0.117
H 1.14 1.96 -5.59  0.099
H 1.68 2.03 -3.87  0.105
H 0.09 1.35 -4.29  0.087
C 6.55 0.76 5.00  -0.047
C 6.93 -0.14 3.80  -0.159
N 5.80 -0.55 2.99  -0.061
C 5.17 0.23 2.05  0.010
C 4.27 -0.57 1.43  0.014
N 4.24 -1.75 2.11  -0.075
C 5.15 -1.72 3.10  0.018
C 3.41 -2.88 1.80  0.020
H 7.13 1.67 5.10  0.076
H 6.65 0.14 5.89  0.077
H 5.52 1.12 4.92  0.077
H 7.51 -1.01 4.11  0.127
H 7.66 0.40 3.19  0.125
H 5.59 1.18 1.75  0.135
H 3.68 -0.41 0.52  0.122
H 5.37 -2.51 3.80  0.171
H 3.61 -3.30 0.81  0.087
H 2.35 -2.66 1.88  0.101
H 3.60 -3.77 2.41  0.106
C 6.90 6.62 1.43  -0.054
C 6.88 5.10 1.70  -0.160
N 5.53 4.63 1.50  -0.080
C 4.99 4.39 0.26  0.006
C 3.76 3.81 0.46  0.024
N 3.57 3.73 1.80  -0.066
C 4.66 4.22 2.42  -0.028
C 2.43 3.19 2.48  -0.009
H 5.92 7.04 1.68  0.089
H 7.16 6.92 0.42  0.077
H 7.64 7.14 2.05  0.079
H 7.19 4.99 2.74  0.122
H 7.56 4.56 1.04  0.124
H 5.52 4.67 -0.64  0.136
H 3.02 3.56 -0.29  0.124
H 4.78 4.38 3.48  0.168
H 2.44 3.31 3.57  0.100
H 2.38 2.11 2.33  0.100
H 1.59 3.78 2.14  0.062
C -4.36 3.70 -1.56  -0.070
C -4.81 2.25 -1.79  -0.228
C -3.72 1.55 -2.57  -0.127
N -4.07 0.16 -3.12  -0.265
C -4.44 -0.69 -1.93  0.027
C -2.93 -0.48 -3.87  -0.098
C -3.58 -1.59 -4.73  -0.112
C -5.07 -1.18 -4.86  -0.121
C -5.19 0.17 -4.14  -0.095
H -4.59 4.24 -2.48  0.078
H -3.29 3.77 -1.37  0.078
H -4.97 4.15 -0.79  0.089
H -5.77 2.17 -2.31  0.114
H -5.02 1.74 -0.84  0.103
H -2.77 1.44 -2.06  0.126
H -3.62 2.16 -3.47  0.131
H -5.36 -0.31 -1.50  0.104
H -3.65 -0.58 -1.19  0.093
H -4.62 -1.71 -2.24  0.107
H -2.16 -0.81 -3.18  0.100
H -2.58 0.38 -4.45  0.126
H -3.52 -2.55 -4.23  0.091
H -3.08 -1.58 -5.70  0.117
H -5.71 -1.84 -4.29  0.114
H -5.35 -1.01 -5.90  0.117
H -6.09 0.29 -3.54  0.128
H -5.07 1.03 -4.80  0.137
C -0.82 -1.08 2.52  -0.073
C -1.99 -2.02 2.87  -0.202
C -2.74 -2.66 1.70  -0.118
N -3.75 -3.71 2.15  -0.246
C -4.71 -2.93 3.03  0.022
C -4.55 -4.29 1.00  -0.104
C -4.78 -5.75 1.34  -0.145
C -3.40 -6.13 1.88  -0.129
C -3.13 -4.95 2.82  -0.069
H -0.47 -0.61 3.43  0.083
H -1.23 -0.35 1.81  0.037
H 0.01 -1.60 2.03  0.055
H -2.68 -1.31 3.33  0.110
H -1.70 -2.77 3.61  0.103
H -2.05 -3.31 1.14  0.114
H -3.23 -2.00 0.99  0.114
H -5.06 -2.07 2.46  0.083
H -4.27 -2.83 4.02  0.106
H -5.62 -3.54 3.11  0.103
H -5.46 -3.76 0.72  0.144
H -3.80 -4.24 0.21  0.112
H -5.53 -5.88 2.12  0.120
H -4.98 -6.27 0.41  0.125
H -3.40 -7.06 2.45  0.120
H -2.71 -6.15 1.04  0.105
H -3.66 -4.99 3.77  0.130
H -2.11 -4.64 3.01  0.114
N 0.16 4.95 3.98  -0.285
S 1.18 6.30 3.91  0.553
O 0.59 7.59 3.75  -0.264
O 2.49 6.11 3.31  -0.319
F 1.51 6.37 5.47  -0.197
S -0.76 5.23 2.75  0.446
O -0.13 5.47 1.45  -0.321
O -1.92 6.00 3.06  -0.256
F -1.33 3.73 2.54  -0.207
N -0.55 -4.75 -3.01  -0.243
S -2.02 -5.56 -2.84  0.559
O -2.95 -5.30 -3.89  -0.256
O -2.59 -5.75 -1.52  -0.296
F -1.42 -7.02 -3.13  -0.180
S -0.92 -3.69 -2.00  0.415
O -0.29 -3.75 -0.71  -0.286
O -2.18 -2.99 -2.09  -0.308
F -0.04 -2.51 -2.77  -0.244
C -3.01 1.38 1.41  -0.040
C -4.33 0.75 1.92  -0.744
O -4.72 -0.34 1.39  -0.139
O -4.92 1.33 2.85  -0.034
H -2.21 1.39 2.15  0.059
H -3.17 2.41 1.10  0.070
H -2.64 0.78 0.57  0.028